[1]
16
Properties=species:S:1:pos:R:3:lowdin_charge:R:1 method="wB97M-V/def2-TZVPD" total_charge=0 de_lowest_ev=4.4840 e_tot_ev=-76405.219 gap_ev="8.4907 / 8.0334"
C 1.201 0.726 0.410 0.1423
C 0.110 0.328 1.005 -0.3819
C -0.594 -0.793 0.236 -0.1984
C 0.294 -0.970 -1.066 -0.7737
C -0.408 1.037 2.255 -0.0684
C 0.064 -0.331 -2.381 -0.1717
Br 1.407 -2.452 -0.999 0.7482
H 2.161 1.267 0.315 0.0732
H -0.662 -1.788 0.636 0.0696
H -1.618 -0.327 -0.074 0.1397
H 0.136 1.914 2.650 0.0847
H -0.497 0.493 3.149 0.0490
H -1.403 1.413 2.145 0.0603
H 0.427 0.761 -2.456 0.1076
H -1.072 -0.437 -2.658 0.1152
H 0.454 -0.842 -3.168 0.0044

=====

[2]
50
Properties=species:S:1:pos:R:3:lowdin_charge:R:1 method="wB97M-V/def2-TZVPD" total_charge=+2 de_lowest_ev=0.4866 spin_multiplicity=3 e_tot_ev=-47252.052 gap_ev="7.9797 / 7.1744"
C 0.377 0.042 -5.287 -0.8337
C 1.756 0.578 -5.697 -0.1049
C 0.160 -1.313 -5.971 -0.1109
C -0.711 1.018 -5.752 -0.1069
Cl 0.282 -0.185 -3.392 0.5949
H 0.202 -1.185 -7.063 0.1020
H -0.830 -1.716 -5.739 0.0820
H 0.956 -2.016 -5.707 0.0836
H 1.785 0.707 -6.790 0.1021
H 2.546 -0.140 -5.454 0.0842
H 1.957 1.563 -5.265 0.0852
H -0.651 1.141 -6.844 0.1017
H -0.571 2.014 -5.320 0.0850
H -1.709 0.622 -5.539 0.0828
C 1.710 -1.408 1.627 -0.1986
C 1.142 -2.469 0.793 -0.1820
C 1.352 -2.075 -0.576 -0.1819
H 0.704 -3.400 1.157 0.1343
C 2.140 -0.857 -0.578 -0.1250
C 2.467 -0.537 0.748 -0.1164
H 3.186 0.218 1.074 0.1311
H 1.681 -1.385 2.735 0.1262
H 1.089 -2.664 -1.444 0.1242
H 2.434 -0.320 -1.461 0.0953
C -2.145 0.318 0.526 -0.2373
C -2.187 -0.932 1.286 -0.2089
C -2.067 -2.009 0.336 -0.1147
H -2.365 -1.039 2.358 0.1288
C -1.805 -1.452 -0.964 -0.1531
C -1.874 -0.009 -0.844 -0.2063
H -1.827 0.679 -1.668 0.1064
H -2.404 1.295 0.903 0.1226
H -2.318 -3.049 0.546 0.1495
H -1.594 -1.992 -1.883 0.1231
W -0.234 -0.663 0.431 1.4295
S 0.507 1.452 1.800 0.7544
C 0.155 1.252 3.486 -0.6977
N -1.104 1.138 3.912 0.0310
C -1.420 1.023 5.337 -0.1338
C -0.560 2.038 6.102 -0.1436
C 0.919 1.851 5.786 -0.1367
N 1.127 1.324 4.424 0.0550
H -1.827 0.996 3.215 0.1152
H -1.185 0.004 5.704 0.1409
H -2.501 1.217 5.463 0.1428
H -0.731 1.910 7.182 0.1350
H -0.881 3.063 5.837 0.1326
H 1.347 1.146 6.511 0.1339
H 1.458 2.802 5.896 0.1399
H 2.064 1.400 4.061 0.1371

=====

[3]
37
Properties=species:S:1:pos:R:3:lowdin_charge:R:1 method="wB97M-V/def2-TZVPD" total_charge=+1 de_lowest_ev=0.0180 e_tot_ev=-32185.584 gap_ev=10.6503
K 1.060 -0.101 1.937 0.8813
C 0.605 4.036 1.053 -0.0486
C -0.622 3.482 1.746 -0.4599
C -1.662 2.946 0.786 -0.0410
O -0.157 2.446 2.651 -0.1302
H 0.313 4.858 0.397 0.0954
H 1.150 3.299 0.462 0.0785
H 1.298 4.459 1.784 0.0877
H -1.037 4.286 2.357 0.1415
H -2.141 2.043 1.185 0.0681
H -1.246 2.646 -0.178 0.0744
H -2.466 3.659 0.611 0.0918
H -0.943 2.073 3.066 0.0828
C -2.546 -1.015 -0.077 -0.0353
C -1.590 -0.861 -1.250 -0.4422
C -2.025 0.181 -2.265 -0.0407
O -0.292 -0.495 -0.659 -0.1516
H -2.366 -0.202 0.628 0.0615
H -2.402 -1.971 0.421 0.0811
H -3.579 -0.910 -0.407 0.0928
H -1.440 -1.826 -1.739 0.1342
H -2.368 1.106 -1.809 0.0765
H -2.811 -0.244 -2.893 0.0935
H -1.197 0.391 -2.949 0.0858
H 0.273 -0.195 -1.381 0.0775
C 1.775 -3.367 -1.273 -0.0399
C 2.452 -3.136 0.063 -0.4706
C 3.314 -1.899 0.060 -0.0603
O 1.466 -2.970 1.113 -0.1056
H 2.478 -3.760 -2.004 0.0933
H 1.307 -2.442 -1.613 0.0677
H 0.962 -4.097 -1.187 0.0893
H 3.055 -4.010 0.329 0.1438
H 2.706 -1.022 -0.169 0.0533
H 4.074 -2.005 -0.715 0.0986
H 3.841 -1.796 1.009 0.0889
H 0.758 -3.588 0.908 0.0868

=====

[4]
98
Properties=species:S:1:pos:R:3:lowdin_charge:R:1 method="wB97M-V/def2-TZVPD" total_charge=+1 e_tot_ev=-71509.977 gap_ev=7.1772
C 8.528 1.121 0.307 -0.1089
C 7.447 2.217 -0.302 -0.2343
O 6.189 2.155 0.482 -0.2338
C 5.557 0.816 0.320 -0.1629
C 3.949 0.930 0.765 -0.1474
O 3.051 0.155 -0.105 -0.1365
C 1.947 -0.473 0.676 -0.0321
C 2.411 -1.821 1.547 -0.0379
C 3.934 -2.454 1.524 -0.0946
C 3.957 -3.567 0.276 -0.6155
O 4.850 -4.580 0.212 -0.1104
I 2.513 -3.472 -1.413 0.8172
C 1.299 -2.613 2.470 0.0934
C 1.750 -3.985 3.315 -0.1941
O 1.719 -3.924 4.648 0.0877
O 2.189 -5.121 2.493 0.0459
C 1.430 -6.349 2.771 -0.1680
F 1.576 -6.869 4.160 0.0618
F 2.033 -7.413 1.883 0.0469
C -0.161 -6.292 2.385 -0.1108
F -0.468 -7.555 1.614 0.0370
F -0.987 -6.399 3.634 0.0371
F -0.556 -5.175 1.497 0.0495
C -0.218 -1.975 2.491 0.0244
C -1.323 -2.734 3.454 -0.0925
C -1.290 -1.901 4.903 -0.3194
C -2.747 -1.284 5.333 -0.0674
O -0.199 -0.878 4.874 -0.1172
C -0.560 -0.627 1.563 0.0444
C -2.130 -0.101 1.684 -0.1065
C -2.099 1.223 2.650 -0.2089
C -3.125 2.423 2.198 -0.1639
C -4.620 2.007 2.734 -0.2116
O -5.582 2.290 1.632 -0.2482
C -6.664 1.281 1.834 -0.1132
N 0.501 0.067 0.684 0.0564
C 0.173 1.281 -0.188 -0.2672
C 0.462 0.993 -1.811 -0.0428
C 1.044 2.638 0.256 -0.1839
C -0.040 3.891 0.436 -0.1114
H 8.245 0.004 0.034 0.0804
H 8.459 1.186 1.494 0.0991
H 9.590 1.399 -0.098 0.0869
H 7.856 3.336 -0.227 0.1427
H 7.187 2.012 -1.438 0.1279
H 6.040 0.104 1.147 0.1234
H 5.687 0.358 -0.749 0.1470
H 3.727 2.091 0.787 0.1283
H 3.884 0.583 1.906 0.1502
H 4.241 -3.012 2.512 0.1492
H 4.780 -1.681 1.290 0.1109
H -2.396 -2.813 2.995 0.1164
H -1.003 -3.842 3.742 0.1085
H -0.964 -2.663 5.759 0.1582
H -3.088 -1.816 6.340 0.1039
H -3.523 -1.535 4.493 0.0781
H -2.699 -0.125 5.604 0.0931
H -0.595 0.043 4.848 0.0867
H -2.886 -0.936 2.003 0.1142
H -2.497 0.278 0.613 0.1327
H -0.999 1.676 2.555 0.1121
H -2.253 0.997 3.788 0.0897
H -3.039 2.541 1.030 0.1171
H -2.706 3.420 2.701 0.1275
H -4.577 0.866 3.018 0.1149
H -4.882 2.700 3.648 0.1467
H -6.354 0.289 1.282 0.1046
H -7.683 1.709 1.444 0.1091
H -6.764 1.090 2.990 0.0974
H -0.947 1.616 -0.141 0.1225
H 0.477 -0.179 -2.017 0.0977
H -0.303 1.573 -2.481 0.0820
H 1.551 1.376 -2.096 0.0943
H 1.576 2.446 1.306 0.1197
H 1.793 2.969 -0.587 0.1196
H -0.810 3.832 -0.473 0.0951
H -0.706 3.716 1.407 0.0619
H 0.490 4.932 0.522 0.0926
C -3.009 0.325 -8.569 -0.1139
C -3.117 1.731 -7.999 -0.2727
C -1.834 2.195 -7.307 -0.2267
C -1.419 1.364 -6.086 -0.2303
C -2.468 1.277 -4.975 -0.2791
C -2.796 2.629 -4.363 -0.1176
H -2.824 -0.417 -7.787 0.0644
H -3.941 0.049 -9.073 0.0733
H -2.196 0.265 -9.301 0.0780
H -3.967 1.784 -7.311 0.0992
H -3.343 2.424 -8.818 0.1080
H -1.953 3.244 -7.011 0.1015
H -1.012 2.180 -8.032 0.1118
H -0.497 1.791 -5.674 0.1045
H -1.160 0.348 -6.407 0.1013
H -2.084 0.620 -4.185 0.0896
H -3.384 0.805 -5.344 0.1023
H -1.899 3.092 -3.940 0.0628
H -3.528 2.511 -3.556 0.0703
H -3.224 3.314 -5.099 0.0705

=====

[5]
72
Properties=species:S:1:pos:R:3:lowdin_charge:R:1 method="wB97M-V/def2-TZVPD" total_charge=-2 de_lowest_ev=19.2487 spin_multiplicity=2 e_tot_ev=-81831.431 gap_ev="2.6711 / 2.6075"
Tl 0.103 0.188 0.142 0.3713
O 3.493 1.009 3.002 0.0518
C 2.256 0.739 2.560 -0.4171
O 1.788 0.614 1.387 -0.2962
C 1.084 0.517 3.316 -0.2126
C 0.662 0.412 4.621 -0.0641
C -0.685 0.081 4.772 -0.1211
C -1.535 -0.115 3.645 -0.1074
C -1.033 0.065 2.348 -0.1859
N 0.294 0.372 2.231 -0.1032
C -2.030 -0.017 1.029 -0.5040
O -3.306 0.224 1.489 0.0032
O -1.913 -0.242 -0.193 -0.1388
H 4.027 1.102 2.191 0.1046
H 1.333 0.553 5.456 0.0819
H -1.093 -0.042 5.774 0.0742
H -2.564 -0.415 3.820 0.0688
H -3.357 0.763 2.292 0.0737
Cl 0.235 2.578 -0.018 0.7981
C 0.186 2.430 -1.772 -0.8305
Cl 0.082 0.719 -2.184 0.7857
H 1.096 2.853 -2.199 0.0455
H -0.689 2.954 -2.159 0.0477
C 0.398 -4.258 1.001 -0.0989
C 0.342 -2.758 1.089 -0.6976
O 0.613 -2.206 2.151 -0.0153
N -0.015 -1.983 -0.025 -0.3875
Te -0.500 -2.908 -1.888 1.5479
C -0.592 -4.055 -3.748 -0.3909
C 0.326 -3.792 -4.798 -0.3273
C 1.410 -2.744 -4.718 -0.1243
C 0.263 -4.537 -5.984 -0.0530
C -0.684 -5.546 -6.149 -0.3164
C -0.746 -6.344 -7.421 -0.0922
C -1.578 -5.819 -5.117 -0.0492
C -1.543 -5.090 -3.921 -0.3127
C -2.531 -5.439 -2.845 -0.1013
C -2.447 -1.974 -2.151 -0.3138
C -2.733 -1.094 -3.235 -0.2932
C -1.736 -0.691 -4.288 -0.1293
C -4.019 -0.551 -3.366 -0.0380
C -5.025 -0.852 -2.455 -0.2955
C -6.401 -0.266 -2.604 -0.0814
C -4.750 -1.705 -1.390 -0.0257
C -3.481 -2.267 -1.224 -0.3076
C -3.255 -3.166 -0.037 -0.0727
H 0.696 -4.694 1.973 0.0656
H 1.137 -4.560 0.235 0.0534
H -0.596 -4.656 0.725 0.0435
H 1.437 -2.200 -3.763 0.0071
H 1.268 -2.003 -5.529 0.0736
H 2.397 -3.227 -4.848 0.0741
H 0.966 -4.329 -6.784 0.0971
H 0.023 -6.017 -8.146 0.0646
H -1.741 -6.221 -7.890 0.0708
H -0.582 -7.415 -7.198 0.0707
H -2.308 -6.611 -5.250 0.0965
H -3.179 -6.287 -3.138 0.0670
H -3.190 -4.577 -2.656 0.0645
H -1.992 -5.727 -1.923 0.0673
H -0.740 -1.112 -4.127 0.0027
H -1.628 0.407 -4.292 0.0501
H -2.095 -1.019 -5.283 0.0885
H -4.234 0.116 -4.195 0.1016
H -6.470 0.391 -3.491 0.0656
H -6.650 0.332 -1.707 0.0767
H -7.143 -1.080 -2.713 0.0726
H -5.539 -1.929 -0.681 0.1091
H -4.175 -3.291 0.564 0.0780
H -2.493 -2.726 0.627 0.0749
H -2.926 -4.169 -0.355 0.0491
O 1.949 0.085 0.090 -0.2343

=====

[6]
20
Properties=species:S:1:pos:R:3:lowdin_charge:R:1 method="wB97M-V/def2-TZVPD" total_charge=0 de_lowest_ev=3.0898 e_tot_ev=-29236.075 gap_ev=8.5130
C 1.830 1.290 -0.512 -0.1365
C 1.344 -0.612 0.892 -0.1339
C -0.975 -1.530 -1.709 -0.0217
C -1.978 0.056 1.211 -0.6269
C 0.854 0.793 0.544 -0.5073
O -1.316 1.773 -0.910 -0.3780
P -0.835 0.608 -0.190 0.7041
Cl -3.509 -0.552 0.355 0.4574
H 1.638 2.369 -0.889 0.1144
H 2.840 1.260 -0.244 0.0578
H 1.677 0.800 -1.442 0.0585
H 1.946 -0.452 1.814 0.0905
H 1.924 -0.916 0.001 0.0817
H 0.535 -1.361 1.126 0.0678
H -1.085 -2.011 -0.659 -0.0081
H -1.765 -1.592 -2.477 0.0045
H 0.050 -1.462 -2.056 -0.0380
H -1.667 -0.815 1.799 0.0250
H -2.167 0.899 1.919 0.0606
H 0.660 1.455 1.426 0.1283

=====

[7]
11
Properties=species:S:1:pos:R:3:lowdin_charge:R:1 method="wB97M-V/def2-TZVPD" total_charge=-1 de_lowest_ev=0.0000 spin_multiplicity=2 e_tot_ev=-16256.285 gap_ev="2.1166 / 1.9654"
O 0.326 -0.976 -1.926 -0.2469
C -0.043 0.192 -2.146 -0.3029
O -1.093 0.423 -1.174 -0.2135
C -2.261 1.166 -1.436 -0.8455
O -2.561 1.376 -2.617 -0.0583
O -2.944 1.336 -0.412 -0.0902
Li -0.355 -1.031 -0.062 0.6688
C 2.244 -0.701 1.205 -0.4697
O 3.100 -0.663 2.087 -0.1817
O 1.017 -0.933 1.366 -0.1747
Rb 2.571 -0.188 5.114 0.9147

=====

[8]
14
Properties=species:S:1:pos:R:3:lowdin_charge:R:1 method="wB97M-V/def2-TZVPD" total_charge=0 de_lowest_ev=2.5891 e_tot_ev=-7359.666 gap_ev=10.5687
C 1.058 -0.967 0.551 -0.0855
C -0.388 -1.098 0.967 -0.0905
C 0.043 0.055 0.095 -0.3527
C -0.069 1.579 0.091 -0.0911
O -0.361 1.663 -1.346 -0.1113
C -0.462 0.246 -1.350 -0.1562
H 1.790 -0.782 1.342 0.1029
H 1.429 -1.645 -0.215 0.0991
H -0.986 -1.858 0.464 0.1018
H -0.628 -1.006 2.028 0.1017
H -0.936 1.948 0.643 0.1215
H 0.852 2.132 0.232 0.1176
H -1.513 -0.048 -1.401 0.1218
H 0.173 -0.218 -2.101 0.1210